--- P ---
DFT (the ωB97M-V functional and the def2-TZVPD basis) results for a cluster of 2 separate species, C4H11P in total.

Highest occupied orbital energy (alpha / beta)   -7.31 / -7.56 eV
Total charge   0
LUMO energy (alpha / beta)   0.0950 / -0.0700 eV
Gap between HOMO and LUMO (alpha / beta)   7.4 / 7.5 eV

Last column: Mulliken charge in e.
Positions of all 16 atoms, in Å:
C -0.670 0.767 1.474  -0.76
C 2.039 0.719 -0.242  -0.94
C -2.130 -0.543 -0.685  -0.93
C 0.699 0.654 -0.991  -0.62
P -0.478 -0.225 0.150  0.18
H 0.244 1.454 1.601  0.24
H -1.182 0.486 2.438  0.26
H 2.785 1.353 -0.735  0.33
H 1.800 1.175 0.739  0.22
H 2.302 -0.342 -0.076  0.29
H -2.279 -1.522 -1.092  0.32
H -2.954 -0.277 0.014  0.34
H -2.074 0.102 -1.584  0.30
H 0.769 0.193 -1.924  0.40
H 0.260 1.651 -1.222  0.37
H 0.725 -2.230 0.455  0.01

--- Q ---
DFT (the ωB97M-V functional and the def2-TZVPD basis) results for a cluster of 2 separate species, C4H11P in total.

Highest occupied orbital energy (alpha / beta)   -7.00 / -7.57 eV
Total charge   0
LUMO energy (alpha / beta)   0.4558 / 0.0569 eV
Gap between HOMO and LUMO (alpha / beta)   7.5 / 7.6 eV

Last column: Mulliken charge in e.
Positions of all 16 atoms, in Å:
C -0.474 0.556 -2.122  -1.05
C -0.913 1.429 0.628  -0.97
C -0.821 -1.579 -0.513  -1.09
C 2.174 -0.249 1.211  -1.11
P -0.148 0.191 -0.486  0.63
H 0.115 0.087 -2.789  0.33
H -0.627 1.678 -2.364  0.25
H -0.652 1.318 1.802  0.28
H -0.458 2.299 0.444  0.38
H -2.102 1.418 0.568  0.30
H -1.597 -1.755 0.312  0.28
H -1.170 -1.661 -1.446  0.45
H 0.001 -2.215 -0.170  0.31
H 1.429 -0.514 1.878  0.38
H 3.048 -0.870 0.968  0.28
H 2.265 0.774 1.241  0.36

Q: Which of them is the most stable? A: P.

--- P ---
DFT (the ωB97M-V functional and the def2-TZVPD basis) results for an isolated molecule of CH3FN2O.

Highest occupied orbital energy   -10.30 eV
Total charge   0
SMILES   NC(=O)NF
LUMO energy   0.7786 eV
Gap between HOMO and LUMO   11.1 eV

Last column: Mulliken charge in e.
Positions of all 8 atoms, in Å:
N 0.670 0.263 -0.133  -0.57
C 0.019 -0.444 -1.246  0.53
O 0.683 -0.907 -2.111  -0.50
N -1.333 -0.481 -1.017  -0.07
F -2.156 -0.617 -2.152  -0.18
H 0.582 1.199 -0.121  0.22
H 1.760 0.023 -0.228  0.30
H -1.724 -0.036 -0.239  0.27

--- Q ---
DFT (the ωB97M-V functional and the def2-TZVPD basis) results for a cluster of 2 separate species, CH3FN2O in total.

Highest occupied orbital energy (alpha / beta)   -9.09 / -9.09 eV
Total charge   0
LUMO energy (alpha / beta)   -0.4294 / -0.4054 eV
Gap between HOMO and LUMO (alpha / beta)   8.7 / 8.7 eV

Last column: Mulliken charge in e.
Positions of all 8 atoms, in Å:
C -0.141 -0.158 0.112  0.29
N 1.048 -0.670 0.099  -0.32
N -0.452 1.102 0.131  -0.13
O -1.512 -1.841 0.085  -0.51
F -1.797 1.253 0.067  -0.12
H 1.835 -0.027 -0.179  0.23
H 1.163 -1.652 -0.047  0.27
H -0.144 1.993 -0.267  0.29

Q: Which of them is the most stable? A: P.

--- P ---
DFT (the ωB97M-V functional and the def2-TZVPD basis) results for a cluster of 2 separate species, C7H14 in total.

Highest occupied orbital energy   -9.03 eV
Total charge   0
SMILES   CC(C)(C)C1=CC1.[H][H]
LUMO energy   1.0071 eV
Gap between HOMO and LUMO   10.0 eV

Last column: Mulliken charge in e.
Positions of all 21 atoms, in Å:
C -0.600 1.682 0.303  -1.62
C -0.631 0.195 -0.066  2.31
C -1.625 -0.043 -1.216  -1.67
C -1.040 -0.651 1.148  -1.57
C 0.716 -0.233 -0.544  -0.54
C 1.894 0.023 -1.013  -0.41
C 1.555 -1.434 -0.877  -0.61
H 0.093 1.865 1.132  0.32
H -0.276 2.287 -0.551  0.35
H -1.597 2.024 0.606  0.41
H -2.638 0.241 -0.908  0.41
H -1.350 0.552 -2.093  0.37
H -1.638 -1.099 -1.509  0.38
H -0.376 -0.471 2.001  0.35
H -2.062 -0.402 1.457  0.40
H -1.005 -1.720 0.908  0.37
H 2.652 0.727 -1.319  0.37
H 2.004 -2.023 -0.070  0.21
H 1.333 -2.029 -1.769  0.20
H 2.042 -0.002 2.103  -0.24
H 2.548 0.512 2.278  0.22

--- Q ---
DFT (the ωB97M-V functional and the def2-TZVPD basis) results for an isolated molecule of C7H14.

Highest occupied orbital energy   -9.60 eV
Total charge   0
SMILES   CC(C)CC1CC1
LUMO energy   1.1809 eV
Gap between HOMO and LUMO   10.8 eV

Last column: Mulliken charge in e.
Positions of all 21 atoms, in Å:
C -1.081 0.955 -1.048  -1.47
C -1.017 -0.100 0.057  0.70
C -2.460 -0.679 0.145  -1.42
C 0.132 -1.128 -0.028  -0.82
C 1.424 -0.481 0.661  0.30
C 2.688 -0.007 0.028  -0.82
C 1.588 0.994 0.769  -0.81
H -1.463 0.580 -2.005  0.44
H -1.762 1.740 -0.696  0.31
H -0.111 1.415 -1.223  0.31
H -0.614 0.515 0.919  0.24
H -3.188 0.050 0.530  0.36
H -2.795 -0.901 -0.879  0.34
H -2.594 -1.610 0.710  0.37
H -0.205 -2.051 0.485  0.29
H 0.417 -1.421 -1.046  0.32
H 1.724 -0.903 1.629  0.31
H 3.654 -0.490 0.298  0.27
H 2.731 0.317 -1.008  0.27
H 1.214 1.660 -0.004  0.24
H 1.717 1.544 1.703  0.25

--- R ---
DFT (the ωB97M-V functional and the def2-TZVPD basis) results for an isolated molecule of C7H14.

Highest occupied orbital energy (alpha / beta)   -7.90 / -7.55 eV
Total charge   0
LUMO energy (alpha / beta)   0.7888 / 0.1718 eV
Gap between HOMO and LUMO (alpha / beta)   8.7 / 7.7 eV

Last column: Mulliken charge in e.
Positions of all 21 atoms, in Å:
C -0.919 -1.137 -0.127  -0.77
C 0.522 -1.257 -0.443  -0.55
C 1.291 -0.128 0.597  -0.13
C -2.433 1.081 0.110  -1.54
C 2.667 -0.636 0.925  -1.29
C -0.969 0.669 -0.006  0.88
C -0.308 1.267 -1.164  -1.15
H -1.215 -1.470 0.868  0.35
H -1.562 -1.633 -0.853  0.37
H 0.610 -0.693 -1.429  0.25
H 0.915 -2.254 -0.637  0.43
H -0.437 0.907 1.081  0.13
H 1.263 0.906 0.925  0.33
H -3.016 0.496 -0.606  0.34
H -2.861 0.880 1.094  0.34
H -2.641 2.112 -0.181  0.40
H -0.782 2.078 -1.707  0.34
H 0.745 1.123 -1.345  0.35
H 2.676 -1.715 1.106  0.30
H 3.298 -0.474 0.038  0.27
H 3.157 -0.123 1.752  0.37

--- S ---
DFT (the ωB97M-V functional and the def2-TZVPD basis) results for an isolated molecule of C7H14.

Highest occupied orbital energy   -8.03 eV
Total charge   0
LUMO energy   0.5190 eV
Gap between HOMO and LUMO   8.6 eV

Last column: Mulliken charge in e.
Positions of all 21 atoms, in Å:
C -0.553 1.615 1.577  -1.61
C -0.896 0.398 0.722  0.48
C -0.775 0.632 -0.794  -0.82
C -0.861 -0.722 -1.434  -0.24
C 0.212 -0.943 -2.432  -1.01
C -0.038 -0.862 0.944  -0.50
C 1.476 -0.656 0.912  -1.16
H 0.461 1.982 1.373  0.35
H -1.248 2.440 1.380  0.41
H -0.614 1.376 2.646  0.37
H -1.931 0.097 0.925  0.30
H -1.616 1.212 -1.197  0.48
H 0.151 1.191 -1.022  0.27
H -0.408 -1.520 0.116  0.32
H 1.082 -0.271 -2.413  0.31
H 0.546 -1.982 -2.483  0.31
H -0.302 -0.762 -3.392  0.37
H -0.323 -1.408 1.848  0.43
H 1.831 -0.081 1.776  0.34
H 1.809 -0.118 0.016  0.25
H 1.998 -1.618 0.931  0.36

Q: Which of them is the most stable? A: Q.

--- P ---
DFT (the ωB97M-V functional and the def2-TZVPD basis) results for an isolated molecule of C7H14.

Highest occupied orbital energy   -8.55 eV
Total charge   0
SMILES   C=CCCCCC
LUMO energy   1.1393 eV
Gap between HOMO and LUMO   9.7 eV

Last column: Mulliken charge in e.
Positions of all 21 atoms, in Å:
C 2.957 0.133 -2.081  -0.82
C 1.838 0.422 -1.273  -0.15
C 1.745 -0.232 0.019  -0.77
C 0.401 -0.239 0.834  -0.62
C -0.816 -0.414 -0.073  -0.70
C -2.039 0.487 0.151  -0.63
C -2.738 0.194 1.532  -1.05
H 3.922 -0.115 -1.594  0.25
H 3.008 -0.093 -3.185  0.24
H 1.059 1.023 -1.714  0.43
H 1.976 -1.270 -0.273  0.30
H 2.544 0.033 0.664  0.49
H 0.622 -1.024 1.593  0.27
H 0.362 0.674 1.486  0.35
H -1.139 -1.450 -0.001  0.35
H -0.552 -0.381 -1.145  0.48
H -2.852 0.264 -0.609  0.32
H -1.791 1.530 0.057  0.34
H -2.682 -0.917 1.739  0.29
H -3.671 0.717 1.516  0.38
H -2.155 0.659 2.357  0.26

--- Q ---
DFT (the ωB97M-V functional and the def2-TZVPD basis) results for a cluster of 3 separate species, C7H14 in total.

Highest occupied orbital energy (alpha / beta)   -7.24 / -7.87 eV
Total charge   0
LUMO energy (alpha / beta)   -0.3571 / 1.0147 eV
Gap between HOMO and LUMO (alpha / beta)   6.9 / 8.9 eV

Last column: Mulliken charge in e.
Positions of all 21 atoms, in Å:
C 1.785 -1.293 0.045  -0.92
C 1.246 -0.311 1.016  -0.20
C 2.039 0.894 1.393  -1.06
C -1.067 0.920 0.696  -1.31
C -1.424 0.036 -0.358  0.51
C -2.664 -0.047 -1.190  -0.50
C -1.301 0.187 -1.829  -0.57
H 1.097 -1.323 -0.837  0.11
H 2.832 -1.086 -0.239  0.37
H 1.723 -2.327 0.402  0.25
H 0.417 -0.644 1.610  0.61
H 2.650 0.709 2.288  0.30
H 2.718 1.199 0.587  0.31
H 1.378 1.729 1.623  0.34
H -1.756 1.044 1.549  0.24
H -0.330 1.707 0.607  0.43
H -0.938 -1.626 -0.290  0.09
H -3.128 -1.020 -1.272  0.24
H -3.363 0.794 -1.214  0.26
H -1.089 1.136 -2.323  0.28
H -0.825 -0.677 -2.263  0.21

--- R ---
DFT (the ωB97M-V functional and the def2-TZVPD basis) results for a cluster of 2 separate species, C7H14 in total.

Highest occupied orbital energy (alpha / beta)   -6.11 / -6.48 eV
Total charge   0
SMILES   C/C=C\C.C=CC
LUMO energy (alpha / beta)   0.7180 / 1.1458 eV
Gap between HOMO and LUMO (alpha / beta)   6.8 / 7.6 eV

Last column: Mulliken charge in e.
Positions of all 21 atoms, in Å:
C -2.237 -0.301 0.503  -1.39
C -1.245 -0.299 -0.593  -0.01
C -0.271 0.792 -0.784  -0.11
C -0.046 1.793 0.280  -1.51
H -1.855 0.065 1.466  0.30
H -2.992 0.388 0.152  0.37
H -2.705 -1.277 0.679  0.37
H -1.478 -0.862 -1.475  0.53
H -0.008 1.016 -1.792  0.46
H 0.885 2.355 0.134  0.35
H -0.014 1.387 1.305  0.31
H -0.882 2.471 0.201  0.40
C 0.267 -1.690 -0.021  -1.18
C 1.209 -0.700 -0.566  0.35
C 2.286 -0.141 0.275  -1.40
H -0.086 -2.476 -0.641  0.43
H 0.046 -1.651 1.022  0.36
H 1.379 -0.755 -1.624  0.37
H 1.966 0.143 1.291  0.29
H 2.969 -0.972 0.357  0.44
H 2.810 0.712 -0.170  0.28

--- S ---
DFT (the ωB97M-V functional and the def2-TZVPD basis) results for an isolated molecule of C7H14.

Highest occupied orbital energy   -9.36 eV
Total charge   0
SMILES   C[C@@H]1[C@H](C)C1(C)C
LUMO energy   1.0506 eV
Gap between HOMO and LUMO   10.4 eV

Last column: Mulliken charge in e.
Positions of all 21 atoms, in Å:
C 0.717 -1.163 1.653  -1.53
C 0.095 -1.139 0.263  -0.03
C 0.726 -0.200 -0.736  -0.16
C 1.822 0.792 -0.437  -1.55
C -0.701 0.028 -0.307  1.42
C -1.153 1.112 0.652  -1.59
C -1.657 -0.094 -1.485  -1.52
H 1.632 -1.770 1.617  0.37
H 0.076 -1.580 2.436  0.36
H 1.035 -0.169 1.984  0.31
H -0.211 -2.121 -0.095  0.39
H 0.809 -0.618 -1.739  0.34
H 1.819 1.548 -1.231  0.38
H 2.815 0.330 -0.415  0.36
H 1.663 1.318 0.509  0.33
H -2.200 0.910 0.915  0.42
H -1.113 2.115 0.212  0.33
H -0.590 1.121 1.588  0.29
H -1.347 -0.861 -2.204  0.36
H -2.704 -0.265 -1.214  0.38
H -1.612 0.868 -2.019  0.34

Q: Which of them is the most stable? A: S.